103
Properties=species:S:1:pos:R:3:mulliken_spin:R:1 method="wB97M-V/def2-TZVPD" multiplicity=5 homo_lumo_gap_ha="0.26020 / 0.17483" lumo_ev="-5.8 / -8.1" total_charge=+2
Ru -0.97958 -0.12610 0.91400 2.8358
O -2.29207 0.83449 1.90122 0.3023
C -3.61454 0.71176 2.12153 0.0657
C -4.24251 1.77484 2.77515 0.0254
C -5.59611 1.73870 3.03363 -0.0216
C -6.35456 0.63828 2.64313 0.0366
C -5.73508 -0.42355 2.02154 -0.0187
C -4.35877 -0.42009 1.76015 -0.0088
C -3.72585 -1.59156 1.16735 0.0001
N -2.46537 -1.70860 0.76678 0.0613
C -2.29482 -2.99503 0.29733 0.0082
C -3.46503 -3.66498 0.41849 0.0117
N -4.35145 -2.77180 0.96640 0.0061
H -3.63911 2.62031 3.07439 0.0010
H -6.06937 2.57100 3.53730 -0.0002
H -7.41887 0.61078 2.82765 0.0015
H -6.34539 -1.26763 1.72666 0.0007
H -1.35521 -3.33698 -0.09904 -0.0087
H -3.74410 -4.67288 0.16993 0.0008
H -5.30844 -2.97210 1.20257 -0.0022
C 1.97002 -4.49660 -3.72183 -0.0002
C 1.19827 -3.75113 -2.60884 0.0038
C 0.97383 -4.71939 -1.43921 0.0015
C -0.18403 -3.38073 -3.16766 0.0063
Si 2.24849 -2.25683 -2.06921 0.0179
Br 0.48414 -0.87589 -0.99067 0.0372
C 2.74646 -1.00019 -3.40741 0.0004
C 4.08252 -1.50015 -4.00603 -0.0001
C 2.94970 0.43212 -2.88978 0.0074
C 1.71682 -0.92973 -4.54254 0.0019
C 3.48280 -2.54857 -0.64509 0.0100
C 4.39622 -3.72799 -1.04505 0.0003
C 4.38344 -1.33375 -0.38420 0.0058
C 2.79416 -2.87933 0.68778 -0.0116
H 1.40522 -5.39503 -3.98490 0.0001
H 2.96473 -4.82133 -3.41815 -0.0001
H 2.06191 -3.90191 -4.62996 0.0003
H 0.33532 -5.53825 -1.78048 0.0000
H 0.47493 -4.23955 -0.59337 0.0009
H 1.89472 -5.16537 -1.06909 0.0000
H -0.71792 -4.30870 -3.38926 -0.0002
H -0.12984 -2.81477 -4.09239 -0.0001
H -0.79260 -2.81162 -2.46252 -0.0039
H 4.90412 -1.47373 -3.29199 0.0001
H 4.35478 -0.83612 -4.83061 -0.0002
H 4.01742 -2.50781 -4.41793 0.0002
H 3.70920 0.50785 -2.11548 -0.0001
H 2.02498 0.87823 -2.51731 0.0041
H 3.28381 1.04685 -3.73011 0.0000
H 1.62211 -1.86755 -5.08625 0.0004
H 2.05057 -0.17673 -5.26116 0.0004
H 0.72832 -0.62787 -4.18890 -0.0002
H 4.93185 -3.54622 -1.97816 0.0000
H 3.86459 -4.67317 -1.13122 0.0002
H 5.15024 -3.85516 -0.26359 0.0002
H 5.00131 -1.06441 -1.23733 0.0003
H 5.06135 -1.58023 0.43751 0.0000
H 3.81050 -0.45673 -0.08143 -0.0016
H 2.16054 -3.76262 0.64793 -0.0003
H 2.19006 -2.03604 1.03569 0.0005
H 3.56713 -3.06346 1.43920 0.0007
C 2.31346 1.79335 0.91928 0.0196
Ge 0.39198 2.04524 0.65015 -0.0072
C 0.09612 2.76291 -1.13687 -0.0182
C -0.92606 2.32293 -1.97737 0.0491
C -1.07653 2.84960 -3.25176 0.0079
C -0.19747 3.82434 -3.70513 0.0010
C 0.82664 4.26904 -2.88131 0.0006
C 0.97440 3.73808 -1.60699 0.0060
C -0.27491 3.18901 2.06105 0.0931
C 0.50271 3.22992 3.22848 0.0800
C 0.19572 4.06719 4.29103 -0.0289
C -0.95251 4.83653 4.23833 0.1247
C -1.80981 4.79401 3.11678 -0.0349
C -2.98327 5.57267 3.08358 0.0530
C -3.82472 5.52336 1.99443 -0.0077
C -3.51230 4.69323 0.91591 0.0320
C -2.36675 3.92138 0.92632 0.0337
C -1.48232 3.95574 2.01530 0.0071
H 2.79667 2.74301 1.14739 0.0063
H 2.71235 1.42507 -0.02486 -0.0013
H 2.54864 1.07732 1.70427 -0.0032
H -1.62471 1.55982 -1.64458 -0.0245
H -1.87826 2.50136 -3.88996 0.0008
H -0.31253 4.23889 -4.69769 0.0000
H 1.51261 5.02888 -3.23130 0.0009
H 1.78545 4.09861 -0.98315 0.0003
H 1.40445 2.63078 3.28017 0.0148
H 0.84440 4.12302 5.15437 0.0031
H -1.20999 5.48062 5.07030 0.0004
H -3.21101 6.21831 3.92239 0.0012
H -4.71855 6.13166 1.97376 0.0007
H -4.17032 4.65285 0.05795 -0.0009
H -2.15838 3.28285 0.08056 0.0112
C -1.51536 -1.15655 4.37440 -0.0065
Te 0.10943 -1.61942 3.08940 0.1903
C 1.50777 -0.40595 4.12291 -0.0056
H -1.60508 -0.07571 4.44556 -0.0004
H -1.33727 -1.60608 5.34671 0.0092
H -2.41981 -1.56898 3.93231 0.0018
H 1.66111 -0.82423 5.11414 0.0118
H 1.12093 0.60684 4.19292 0.0013
H 2.44712 -0.42076 3.57563 -0.0015

---

122
Properties=species:S:1:pos:R:3:mulliken_spin:R:1 method="wB97M-V/def2-TZVPD" de_lowest_kj_mol=165.3 multiplicity=2 homo_lumo_gap_ha="0.27308 / 0.22980" lumo_ev="-1.1 / -2.2" total_charge=0
Y 0.20847 -0.25109 -0.30356 -0.0011
C 0.81532 -0.95513 4.73335 0.0187
Si -0.51963 -0.77100 3.45416 -0.0811
C -2.16060 -1.49885 3.98169 0.0368
C -0.87633 1.01104 3.14860 0.0035
N 0.02356 -1.60218 1.93245 0.4418
C 0.16457 -2.92323 1.88851 0.1883
C -0.05738 -3.78790 3.02002 0.1724
C 0.10346 -5.14387 2.96304 -0.0687
C 0.49826 -5.74396 1.76199 0.2219
C 0.73480 -4.97536 0.63771 -0.1343
C 0.57487 -3.60126 0.68351 0.1037
O 0.78513 -2.85062 -0.43762 0.0454
C 1.82222 -3.29931 -1.28925 -0.0256
C 1.48970 -3.67260 -2.57041 0.0041
C 2.51569 -4.03376 -3.43703 0.0011
C 3.83129 -4.02679 -3.00273 0.0007
C 4.12840 -3.67350 -1.69201 -0.0011
C 3.11819 -3.30849 -0.81687 0.0138
H 0.38192 -0.85534 5.73061 0.0004
H 1.55509 -0.16224 4.61042 0.0010
H 1.33468 -1.91029 4.68688 0.0012
H -2.62448 -0.78576 4.66729 0.0007
H -2.13313 -2.46724 4.47480 -0.0024
H -2.82059 -1.57674 3.11417 -0.0078
H -0.00306 1.64847 3.27432 0.0071
H -1.58543 1.32659 3.91992 0.0027
H -1.34505 1.19248 2.18094 0.0015
H -0.34607 -3.33786 3.95396 0.0221
H -0.06971 -5.74647 3.84364 0.0012
H 0.62338 -6.81693 1.70644 0.0054
H 1.05209 -5.44041 -0.28492 0.0018
H 0.45841 -3.67503 -2.88827 -0.0023
H 2.27921 -4.31051 -4.45522 0.0000
H 4.62854 -4.28581 -3.68428 0.0002
H 5.15492 -3.65755 -1.35136 0.0004
H 3.32665 -3.01621 0.20217 -0.0020
O 2.58734 -0.60442 0.94322 0.0107
H 3.00488 -0.28369 1.75269 -0.0005
H 3.27819 -0.66688 0.26122 -0.0022
Cl 3.22621 2.51846 -0.63530 0.0000
Ge 1.33866 2.09935 1.03554 -0.0018
Cl 0.65963 4.19023 1.10643 0.0002
Cl 2.80751 2.19118 2.76814 -0.0003
F -1.19911 1.15646 0.00030 0.0005
N -1.88987 -1.49984 0.08086 0.0074
C -3.00825 -1.71883 0.26311 0.0130
N -4.28160 -1.94990 0.47126 0.0028
C -5.27964 -1.24601 -0.35446 0.0000
C -6.49074 -0.86114 0.49817 0.0002
C -6.65866 -1.80976 1.69145 0.0001
C -6.18431 -3.21131 1.32901 0.0001
C -4.67503 -3.22127 1.10032 -0.0014
H -5.56997 -1.90433 -1.17981 0.0001
H -4.79331 -0.36878 -0.78000 0.0002
H -7.37754 -0.89936 -0.13745 0.0000
H -6.39251 0.16793 0.83995 -0.0001
H -7.69974 -1.82656 2.01217 0.0000
H -6.07529 -1.44948 2.54435 0.0001
H -6.70233 -3.55377 0.42962 -0.0001
H -6.41561 -3.92949 2.11601 0.0000
H -4.37408 -4.06245 0.46905 0.0001
H -4.13992 -3.29822 2.04970 0.0013
C -2.14143 0.55114 -2.69901 -0.0003
N -2.89010 0.63369 -3.95011 0.0000
C -1.93332 0.78784 -5.04998 0.0000
N -0.99606 -0.33488 -5.12227 0.0000
C -0.27997 -0.40554 -3.85440 0.0013
N -1.19193 -0.59342 -2.69335 -0.0018
C -1.97279 -1.82209 -2.95485 0.0003
N -2.70914 -1.78088 -4.21104 0.0001
C -3.60697 -0.62192 -4.15734 0.0000
C -1.75560 -1.56430 -5.30147 0.0001
H -2.82427 0.44346 -1.85467 -0.0002
H -1.56352 1.46271 -2.54592 0.0000
H -1.37028 1.71004 -4.90311 0.0000
H -2.48341 0.85176 -5.99114 0.0000
H 0.24705 0.53114 -3.70732 -0.0001
H 0.43826 -1.22783 -3.87125 -0.0004
H -2.69523 -1.95385 -2.15268 -0.0005
H -1.29439 -2.67678 -2.95052 0.0000
H -4.31955 -0.76398 -3.34108 0.0000
H -4.15955 -0.56450 -5.09759 0.0000
H -2.30145 -1.52068 -6.24621 0.0000
H -1.06256 -2.40866 -5.33583 0.0000
C 1.50110 2.30099 7.30158 -0.0001
C 0.49295 3.17268 6.60863 0.0000
C -0.66582 3.58622 7.25913 0.0000
C -1.59296 4.39519 6.62370 0.0001
C -1.36903 4.82965 5.32227 0.0000
N -2.29673 5.74704 4.76052 0.0000
C -2.46640 6.02617 3.42136 0.0000
O -2.63210 7.16000 3.02212 0.0000
N -2.40784 4.95563 2.54461 0.0000
C -3.04732 3.71390 2.61784 0.0002
C -3.71088 3.20533 3.72400 0.0000
C -4.32438 1.96483 3.59933 -0.0001
C -4.27998 1.29078 2.39334 0.0003
N -3.66344 1.78900 1.31946 -0.0001
C -3.05880 2.95409 1.44397 -0.0003
C -0.22248 4.42046 4.65458 0.0001
C 0.68745 3.59665 5.29868 -0.0004
H 1.52749 2.49824 8.37322 0.0000
H 2.50250 2.46316 6.90372 0.0000
H 1.26750 1.24189 7.17397 0.0000
H -0.84743 3.27755 8.28157 0.0000
H -2.48913 4.71405 7.14158 0.0000
H -2.47815 6.57466 5.31121 0.0000
H -2.20629 5.27330 1.60650 0.0000
H -3.77134 3.75913 4.64607 0.0000
H -4.84516 1.53522 4.44482 0.0001
H -4.73123 0.31203 2.29328 -0.0005
H -2.54242 3.32415 0.56410 0.0000
H -0.02412 4.75123 3.64418 0.0001
H 1.58398 3.30151 4.76537 0.0001
F 4.37922 1.63227 -2.91090 0.0000
Te 2.84397 0.75941 -2.32700 0.0000
F 0.89698 1.58887 -1.70524 -0.0002
F 2.09789 1.69078 -3.74217 0.0000
F 3.28789 -0.47565 -3.65004 0.0000
F 4.15386 -0.12356 -1.23858 -0.0001
O 1.76613 -0.59778 -1.67010 0.0006

---

109
Properties=species:S:1:pos:R:3:lowdin_charge:R:1 method="wB97M-V/def2-TZVPD" de_lowest_kj_mol=304.9 homo_lumo_gap_ha=0.24891 lumo_ev=2.1 total_charge=-1
Ba 0.45357 -0.16826 0.55230 2.0424
O 4.55072 -0.48982 -5.12691 -0.0523
C 4.68321 0.48874 -4.36539 -0.7174
O 5.28146 1.56548 -4.50649 -0.0331
C 3.95994 0.29952 -3.00506 -0.0925
C 4.10769 -0.90490 -2.31756 -0.0075
C 3.43258 -1.09068 -1.13379 -0.1415
N 2.60569 -0.17954 -0.61072 -0.1475
C 2.45961 0.97560 -1.26166 -0.2505
C 3.12691 1.26036 -2.44492 0.0498
C 1.50871 1.95292 -0.61875 -0.7633
O 1.98809 2.93436 -0.04199 -0.0140
O 0.26833 1.65440 -0.68063 -0.4088
H 4.75277 -1.67543 -2.71885 0.1156
H 3.53181 -2.00605 -0.55735 0.1082
H 2.99215 2.21959 -2.92885 0.1364
O 0.69651 1.37208 2.20360 -0.8021
S 0.15716 2.70600 1.77706 0.9847
C 0.75154 3.84009 3.09884 -0.2835
C -0.23236 3.75347 4.25205 -0.2440
C -1.60882 3.76870 3.59698 -0.2369
C -1.54872 2.70534 2.51138 -0.2751
H 0.79131 4.84167 2.66580 0.0962
H 1.76174 3.51874 3.34533 0.0978
H -0.11190 4.57028 4.96660 0.1093
H -0.08946 2.80930 4.78328 0.1167
H -1.78847 4.75325 3.15567 0.1104
H -2.40308 3.56767 4.31781 0.1128
H -2.26456 2.85826 1.70498 0.0914
H -1.67373 1.69831 2.91115 0.0813
F -5.52338 -0.71217 3.90866 0.0110
C -4.33936 -0.75822 3.22943 -0.3152
C -4.24883 -0.15977 1.99126 -0.0549
C -3.02134 -0.20217 1.32804 -0.2251
C -1.87278 -0.83850 1.82760 -0.3458
C -2.05543 -1.43060 3.09032 -0.1945
C -3.25831 -1.39950 3.79816 -0.0683
H -5.11369 0.33870 1.56446 0.1046
H -2.96884 0.30787 0.36375 0.0739
H -1.21363 -1.94206 3.55712 0.0786
H -3.35826 -1.84551 4.78318 0.1038
O 0.01781 -1.85127 -2.03365 -0.3808
P -0.79174 -2.20776 -3.23059 0.8169
C -0.97163 -0.79081 -4.41206 -0.3115
C -1.09769 -1.19611 -5.88390 -0.2120
C -1.21009 0.06633 -6.73926 -0.1841
C 0.07370 0.92193 -6.64599 -0.1818
C 0.96301 0.49435 -5.47436 -0.1897
C 0.13995 0.27097 -4.20946 -0.1658
C -0.07703 -3.60780 -4.19890 -0.3329
C 1.39207 -3.22433 -4.53720 -0.1750
C 2.39417 -4.25188 -4.01191 -0.1916
C 2.15585 -4.50697 -2.52440 -0.1768
C 0.72481 -5.02024 -2.24161 -0.1864
C -0.16156 -4.96190 -3.48713 -0.2014
C -2.44279 -2.79448 -2.63312 -0.3308
C -3.09622 -1.77199 -1.68748 -0.1931
C -4.05438 -0.79138 -2.36258 -0.1848
C -5.06267 -1.52443 -3.24275 -0.1968
C -4.32434 -2.33758 -4.30323 -0.1970
C -3.42357 -3.38608 -3.64909 -0.1812
H -1.92022 -0.33922 -4.11211 0.0894
H -1.97569 -1.82953 -6.03885 0.0972
H -0.21878 -1.76145 -6.19767 0.0992
H -2.07207 0.64420 -6.39158 0.1078
H -1.40860 -0.21482 -7.77607 0.1023
H -0.19923 1.97276 -6.52086 0.1048
H 0.64915 0.84861 -7.57059 0.1058
H 1.71856 1.25566 -5.29079 0.1129
H 1.52140 -0.40757 -5.72829 0.1043
H -0.31631 1.21892 -3.91096 0.1236
H 0.79356 -0.02815 -3.39007 0.0784
H -0.66536 -3.68047 -5.11829 0.1016
H 1.63948 -2.26498 -4.07197 0.0974
H 1.52381 -3.10619 -5.61436 0.1122
H 3.40255 -3.86266 -4.16412 0.1124
H 2.31617 -5.18570 -4.57673 0.1079
H 2.30285 -3.56495 -1.99103 0.0861
H 2.89396 -5.22039 -2.15207 0.1044
H 0.28031 -4.41053 -1.45630 0.0666
H 0.75065 -6.05183 -1.87963 0.1049
H -1.19710 -5.18950 -3.21947 0.0911
H 0.15038 -5.73379 -4.19672 0.1131
H -2.07623 -3.60309 -1.98553 0.0952
H -2.30021 -1.23475 -1.17094 0.0829
H -3.65753 -2.31509 -0.92247 0.0666
H -3.50462 -0.07196 -2.97323 0.0999
H -4.57268 -0.22012 -1.58839 0.1063
H -5.73745 -0.80852 -3.71857 0.1069
H -5.67213 -2.19448 -2.62631 0.1142
H -3.72931 -1.65709 -4.91853 0.0916
H -5.03774 -2.83984 -4.96177 0.1094
H -2.88536 -3.94425 -4.42021 0.0988
H -4.06901 -4.10038 -3.12412 0.1155
C -3.19856 -5.11709 2.73448 -0.0347
C -2.95181 -4.84067 1.24515 -0.5730
C -2.96639 -6.14695 0.43862 -0.0387
C -3.99712 -3.84969 0.71764 -0.0223
C -1.62307 -4.23944 1.10606 -0.1833
N -0.60017 -3.73478 0.98491 0.2146
H -4.18731 -5.55917 2.86752 0.0883
H -3.14959 -4.18729 3.30196 0.0714
H -2.45023 -5.80536 3.12915 0.0882
H -3.95815 -6.60015 0.48026 0.0872
H -2.24193 -6.85305 0.84603 0.0875
H -2.70717 -5.95893 -0.60456 0.0784
H -4.99875 -4.23830 0.90899 0.0989
H -3.87778 -3.69794 -0.35649 0.0537
H -3.89026 -2.88440 1.21752 0.0780

---

no.,molar mass (g/mol)
1,989.2
2,1277.5
3,881.3